(1)
# C33H39BN4O2P2Sn

A structure of composition C33H39BN4O2P2Sn (ωB97M-V/def2-TZVPD, OMol25).

HOMO level   -8.16 eV
Gap between HOMO and LUMO   6.87 eV

Atoms and positions in Å:
H -3.7635 -4.0511 -0.1854
N 1.9281 -1.1510 -2.2347
C -1.5518 -3.2942 0.5177
H 0.5802 -2.0622 -0.8215
H -4.7031 -1.4757 -1.0987
H 0.7743 5.2716 0.2807
C 2.6951 1.4803 -1.9792
H 1.7844 7.3462 -1.2271
H -1.3835 -4.7043 2.1706
H 7.7976 -0.1728 -1.4402
C 0.3990 -0.4694 5.6533
H -0.0762 3.3424 2.4728
H -0.5911 2.1328 1.1290
N 4.4892 -0.5736 -1.5351
C 0.9452 5.3380 -0.7880
C -3.2895 -3.7697 2.3362
H -0.6907 1.9485 -3.9357
B 1.0354 -0.0326 3.5496
H 0.5928 -2.0077 -5.1808
C 5.6520 -0.0856 -0.8985
H 0.9084 0.1312 7.6205
H -3.0566 -0.1062 0.0094
H -3.1353 2.7723 -4.6313
H -5.0533 -4.6986 1.7728
C 1.4498 6.3702 -1.5783
H 0.6816 0.7595 -2.4316
C -3.4224 3.0881 -2.4073
C -1.4618 2.3267 -3.2706
C -4.6254 -3.6796 1.6979
C -3.0376 -1.2075 0.0891
H 2.6586 -0.5418 -4.2039
C -0.0593 2.2977 2.0983
N -1.2958 2.4310 -1.8862
H -0.8081 -2.9074 -3.0268
C -1.1694 -2.2718 5.3248
O 0.0792 -1.1023 3.5186
H 5.5660 0.4625 0.0339
H 3.2800 1.4079 -2.9200
Sn 1.9377 1.3783 1.8629
C 0.8295 -1.8228 -4.1379
H -5.3735 -3.1132 2.2786
C 1.4423 5.9026 -2.9393
C -0.3203 -1.3158 4.8133
H -0.4803 -3.5531 0.4069
C 1.9073 -1.0821 -3.6402
H -0.5184 -1.6957 8.6260
H -2.6109 3.0936 -0.3050
C 0.0963 -2.3073 -3.0074
H -1.9974 -3.5274 -0.4515
C -1.7435 -1.7520 0.6995
H 1.8058 6.4410 -3.8167
N 0.6480 4.2368 -1.6060
C 0.3113 -0.5557 7.0210
P 2.8542 -0.0512 -0.9602
H -4.4363 3.4646 -2.2877
H 3.1249 2.3263 -1.4155
C -2.5086 2.9267 -1.3695
H -1.6131 -1.5846 1.7787
C 6.7611 -0.4080 -1.6696
H 4.1926 -1.7181 -3.3607
H -1.7930 -3.2323 7.1353
C -2.1167 -4.0363 1.6962
H -5.4377 -3.5709 -0.3411
O 1.2588 0.2986 4.9299
C 4.9042 -1.2302 -2.7026
H 1.1633 2.2017 -3.2791
H 0.7162 3.9657 -3.7765
H 6.8980 -1.5201 -3.6287
C 0.7854 -1.8796 -1.8669
H -3.3277 -3.6072 3.4200
C -2.7485 2.7255 -3.6178
C 6.2884 -1.1345 -2.8158
H -0.8707 -1.1836 0.3475
H -1.7487 -2.8891 4.6482
C 0.9034 4.6205 -2.9294
C 1.2025 1.7092 -2.2956
P 0.2975 2.5661 -0.9725
C -4.0890 -1.9346 -0.3155
H -0.5722 1.6628 2.8281
C -4.4954 -3.3194 0.1625
C -1.1827 -2.4439 6.7124
C -0.4665 -1.5933 7.5468

Forces on atoms 1 to 2 (eV/Å):
-0.30 -0.13 -0.19
-0.33 0.51 0.54

Atom charges from the Löwdin analysis, given in e for atoms 1 to 2:
1 H 0.086
2 N -0.228

(2)
# C26H39ClN3O4Sc

A structure of composition C26H39ClN3O4Sc (ωB97M-V/def2-TZVPD, OMol25).

HOMO level (alpha / beta)   -5.48 / -5.48 eV
Gap between HOMO and LUMO (alpha / beta)   5.68 / 5.68 eV

Atoms and positions in Å:
H 3.0760 3.4164 1.5632
H 3.4498 -2.6068 2.3743
N -0.8037 -1.0542 2.8868
H -1.6520 0.8338 2.6830
C -0.4938 -0.6701 -2.6442
H 2.2559 -0.5164 1.8201
H -0.6454 -1.1539 -4.7206
H -0.1556 0.5005 -4.3664
H -4.0625 4.9100 0.4745
C -1.6899 -4.3941 -0.2713
H -2.7379 -1.4564 2.3283
O -0.5644 2.7205 -0.1919
O 0.0096 0.6039 1.4999
H -2.0897 0.9796 -3.2239
C 4.1106 3.3458 1.2017
C -0.8266 0.1848 2.3130
N -2.1163 4.1841 0.5249
H -0.8175 -1.6986 -2.5174
C 3.4070 1.4436 -0.0477
C -3.3617 4.4941 1.2026
C 1.5597 -1.2330 -0.0819
H -2.3123 1.7999 -1.6904
C -2.7842 -0.8237 -0.4045
H -0.7463 -2.5534 0.5492
C -3.4683 -3.9857 -1.9567
H 4.3402 4.2338 0.6101
C -1.5027 -3.0010 -0.1299
H -3.8626 -1.9386 -2.3485
H -4.2413 -4.3694 -2.6319
C 2.8572 -3.6455 0.5769
H 1.0051 -0.7692 -4.1944
H -2.1652 2.1774 1.0380
H 5.9702 2.5547 -0.8262
H 3.3749 -4.5747 0.8228
C 5.6837 1.8088 -0.0828
C -2.3932 -2.1532 -0.8099
C -1.6101 2.9561 0.4893
N 4.3905 2.1533 0.3942
C -1.9994 -1.8613 3.0177
C 0.3695 -1.4569 3.6559
H 1.0660 -0.6059 3.7425
Cl 1.9410 1.7753 -2.7223
H 3.5385 0.5866 -0.7507
Sc 0.8839 1.2179 -0.7220
H 4.7838 3.3082 2.0513
C -1.4902 5.2518 -0.2664
H -2.3528 -1.8371 4.0483
H -3.1720 5.2323 1.9849
O 2.2804 1.8798 0.4135
H -3.7579 3.5766 1.6373
H 5.5870 0.8165 -0.5395
C -1.5777 1.4257 -2.3793
C -3.2637 -2.6363 -1.7952
H -1.7679 -2.8834 2.7185
H -1.0106 2.2717 -2.6890
O -3.0239 -0.4686 0.7140
C 2.8990 -2.5392 1.4321
C 2.1324 -3.5457 -0.6045
H 0.0209 -1.7748 4.6504
C -0.7359 0.3498 -1.8367
H -1.0677 6.0304 0.3867
C -2.7081 -4.8697 -1.1659
H -2.2592 5.7407 -0.8779
H -2.9972 -0.1512 -1.3774
H -1.1007 -5.1045 0.3764
C 1.5136 -2.3125 -0.9312
C 2.2242 -1.3403 1.1144
H 2.0178 -4.3996 -1.2831
H 1.0328 -2.2428 -1.8962
H -0.6920 4.8577 -0.9184
H 6.3348 1.7839 0.7846
H 0.8837 -2.2848 3.1408
C -0.0393 -0.5296 -4.0772
H -2.8800 -5.9642 -1.2488

Forces on atoms 1 to 2 (eV/Å):
0.62 -0.38 -0.37
-0.05 -0.06 -0.19

Atom charges from the Löwdin analysis, given in e for atoms 1 to 2:
1 H 0.102
2 H 0.090